The following is a DFT calculation (wB97M-V/def2-TZVPD) of a molecular structure, C19H29BiIN3O6S3SbSi in a non-equilibrium geometry.

The geometry in XYZ format:
```
64
Properties=species:S:1:pos:R:3:forces:R:3:lowdin_spin:R:1
Bi -0.2260 0.3854 1.5211 -0.7 0.0 -1.2 0.000
O -4.2211 -0.0882 0.0686 -0.5 -0.1 -0.5 0.000
C -3.4217 -0.0929 0.9960 -0.3 -0.4 0.5 0.000
O -2.5705 0.8203 1.2369 0.4 0.3 0.3 0.000
C -3.5296 -1.2273 2.0578 0.0 0.5 -0.1 0.000
C -2.9129 -0.7747 3.3898 -1.0 0.3 0.4 0.000
C -3.2946 -1.7549 4.5147 0.0 0.2 0.0 0.000
C -2.3559 -2.9384 4.2114 0.2 0.0 0.0 0.000
C -1.6738 -2.4381 2.9316 0.0 -1.0 0.1 0.000
O -1.5332 -1.0553 3.2067 0.0 0.3 -0.5 0.000
C -2.6791 -2.4814 1.7598 0.2 -0.2 -0.4 0.000
C -1.8816 -2.4585 0.4458 -0.5 -0.1 0.5 0.000
O -1.7621 -3.5199 -0.1813 0.1 -0.7 -0.4 0.000
O -1.3324 -1.3730 0.1247 0.1 0.4 0.2 0.000
H -4.5899 -1.4854 2.1453 0.1 0.1 0.0 0.000
H -3.0471 0.2818 3.6191 0.1 -0.1 0.0 0.000
H -3.0608 -1.3213 5.4871 0.0 0.0 0.0 0.000
H -4.3498 -2.0237 4.4646 -0.1 0.0 0.0 0.000
H -1.6091 -3.0483 4.9976 0.0 0.0 0.0 0.000
H -2.8717 -3.8858 4.0618 0.0 -0.1 -0.1 0.000
H -0.7015 -2.8876 2.7275 -0.1 0.2 0.0 0.000
H -3.2635 -3.4059 1.7837 0.1 0.1 0.0 0.000
S -0.2277 -0.5269 6.3023 0.1 0.1 0.0 0.000
Sb 1.0545 0.5296 4.7040 0.2 0.0 0.7 0.000
S 1.3181 -1.0665 2.8243 0.9 -0.3 0.5 0.000
S -0.5284 1.9263 3.4224 0.0 0.6 0.8 0.000
C -0.0127 -1.0818 -2.8146 0.0 0.0 0.2 0.000
N 0.3414 -2.1701 -1.9326 -0.1 -0.1 -0.2 0.000
C 0.9577 -1.8278 -0.7525 0.4 -1.0 -0.5 0.000
N 1.1477 -2.8861 0.0972 0.1 -0.1 0.2 0.000
O 1.4536 -0.7270 -0.5554 0.3 0.6 -0.1 0.000
H -0.2849 -1.4907 -3.7872 0.0 0.1 -0.1 0.000
H 0.8606 -0.4360 -2.9190 -0.1 0.0 -0.1 0.000
H -0.8469 -0.4909 -2.4176 0.1 0.0 0.0 0.000
H -0.4158 -2.8318 -1.7826 0.1 0.0 0.1 0.000
H 0.4283 -3.5978 0.0668 -0.1 0.1 0.0 0.000
H 1.4094 -2.5976 1.0347 0.0 0.0 -0.1 0.000
C 4.3061 -0.1744 -2.6254 -0.1 0.6 0.2 -0.001
Si 4.1637 1.7114 -2.3837 1.0 -0.3 -1.2 0.117
C 5.9413 2.3903 -2.0463 -0.7 -0.2 0.1 0.026
C 3.7029 2.4874 -4.0890 -0.1 -0.2 0.8 0.021
C 2.9832 2.1421 -1.0524 0.3 0.0 -0.1 0.704
H 5.2619 -0.4696 -3.0544 0.1 0.1 -0.1 0.000
H 3.5173 -0.5509 -3.2690 -0.2 0.0 -0.1 0.000
H 4.1962 -0.6768 -1.6705 -0.1 -0.1 0.2 0.000
H 6.6312 2.1657 -2.8566 0.0 -0.1 -0.2 0.003
H 6.3491 1.9663 -1.1332 0.1 -0.1 0.2 0.000
H 5.9227 3.4697 -1.9249 0.0 0.2 0.0 0.000
H 4.4238 2.2485 -4.8684 0.2 -0.1 0.0 0.003
H 3.6491 3.5704 -4.0119 0.0 0.2 0.0 0.000
H 2.7306 2.1307 -4.4182 -0.2 0.0 0.0 0.000
H 2.7974 3.1510 -0.7220 -0.1 0.2 0.1 0.042
H 2.4790 1.3728 -0.4940 -0.2 -0.3 0.1 0.041
I -0.8525 1.9174 -4.5735 -0.1 0.1 0.3 0.000
C -1.3168 2.3282 -2.5530 0.1 0.0 -0.5 0.002
C -2.6339 2.5167 -2.1731 -0.1 0.1 0.2 0.001
C -2.8751 2.8931 -0.8636 0.1 0.0 -0.3 -0.001
C -1.7927 3.0612 -0.0128 -0.2 0.3 -0.1 0.000
N -0.5433 2.8487 -0.3895 0.3 0.2 0.4 0.001
C -0.2992 2.4756 -1.6334 0.1 -0.1 -0.4 0.020
H -3.4496 2.3738 -2.8689 0.0 0.0 0.0 0.000
H -3.8830 3.0307 -0.5090 -0.1 -0.1 0.1 0.000
H -1.9221 3.3705 1.0133 -0.1 -0.1 0.1 0.000
H 0.7438 2.2962 -1.8770 -0.1 0.0 -0.2 0.020
```
Forces are in eV/Å.

Its charge is -2. As for the highest occupied orbital energy (alpha / beta): -1.503 / -1.503 eV. As for the spin multiplicity: 2. The value obtained for the LUMO energy (alpha / beta) is 3.5 / 3.5 eV.

The following is a DFT calculation (wB97M-V/def2-TZVPD) of 5 unconnected molecules or ions with the total composition C19H29BrCl16FN4O2P in a non-equilibrium geometry.

The geometry in XYZ format:
```
73
Properties=species:S:1:pos:R:3:forces:R:3:lowdin_charge:R:1
C 1.2671 1.0356 2.2778 -0.1 0.1 -0.5 -0.039
C 1.6138 0.7110 0.9852 -0.1 0.5 0.1 -0.221
C 0.7076 -0.0186 0.0268 0.9 3.0 0.6 -0.419
P 1.1713 -1.8004 0.4865 -0.7 -0.9 -0.8 0.665
O 0.9974 -1.8567 2.1053 0.1 0.3 0.1 -0.361
Br 3.3925 -1.9252 0.3021 0.0 0.3 0.3 0.397
C -0.8167 0.2965 0.2895 -1.0 -1.7 -0.7 -0.366
C -1.5024 -0.5269 1.4013 0.2 0.3 0.3 -0.131
C -2.9869 -0.2809 1.5951 -0.1 -0.8 0.3 -0.184
F -3.2333 0.8113 2.4207 0.0 0.2 -0.2 -0.059
C -1.1336 1.8063 0.4039 0.4 0.5 -0.1 -0.113
C -1.9675 2.4664 -0.7027 -0.4 0.3 0.4 -0.195
C -3.4683 2.1657 -0.7160 0.3 0.0 -0.9 -0.196
C -4.1846 3.0437 -1.7760 -0.3 -0.5 0.4 -0.278
N -5.1042 4.0449 -1.2472 0.1 0.2 -0.5 -0.011
N -1.4312 -0.2304 -0.9587 0.8 0.0 -0.3 0.113
C -0.5111 -0.1047 -2.0272 -0.4 0.8 0.6 -0.407
O -0.8504 -0.2836 -3.1589 0.2 -0.3 -0.6 0.129
C 0.9041 0.2892 -1.5027 -1.1 -0.9 -0.8 -0.293
C 1.8565 -0.6438 -2.3022 0.7 0.1 -0.1 -0.275
N 1.8375 -0.3765 -3.7424 0.3 -0.2 0.0 0.039
C 1.1898 1.7403 -1.9053 0.4 0.4 0.2 -0.129
C 2.5715 2.3024 -1.5574 -0.4 0.8 -0.2 -0.253
N 2.7797 3.5361 -2.3533 -0.1 0.0 0.1 -0.003
H 1.6686 0.4875 3.1278 1.4 1.2 -0.2 -0.019
H 0.5316 1.8094 2.4822 -1.3 -1.3 0.1 0.065
H 2.6182 0.9147 0.6173 0.6 -1.8 0.6 0.076
H 0.5515 -2.6834 2.3305 0.1 0.0 0.0 0.065
H -1.4130 -1.5930 1.1630 0.0 0.0 -0.1 0.097
H -1.0159 -0.4011 2.3673 0.0 0.1 0.0 0.087
H -3.5480 -0.1968 0.6658 0.1 0.4 0.0 0.106
H -3.3962 -1.1458 2.1254 0.0 0.0 0.0 0.120
H -1.6244 2.0330 1.3498 0.0 -0.2 0.0 0.115
H -0.1868 2.3502 0.4463 0.0 -0.1 0.1 0.101
H -1.8773 3.5471 -0.5295 0.1 0.0 0.0 0.124
H -1.5838 2.2945 -1.7093 0.1 -0.1 0.1 0.100
H -3.9181 2.3089 0.2676 0.0 -0.1 0.0 0.105
H -3.5924 1.1351 -1.0504 -0.1 -0.1 0.4 0.088
H -3.4310 3.5094 -2.4124 -0.1 0.2 0.0 0.107
H -4.7595 2.3778 -2.4249 0.0 0.0 -0.1 0.099
H -5.5544 3.7424 -0.3974 0.1 0.1 0.1 0.057
H -4.6865 4.9553 -1.1377 0.0 0.0 0.3 0.056
H -1.6530 -1.2222 -0.9268 -0.5 0.1 0.2 0.144
H 2.8754 -0.4861 -1.9545 0.0 0.0 0.1 0.056
H 1.6473 -1.6994 -2.1003 -0.2 0.1 0.1 0.064
H 1.3484 -1.1164 -4.2271 -0.3 0.2 0.0 0.063
H 2.7805 -0.3822 -4.1099 0.0 0.1 0.1 0.078
H 1.0926 1.8160 -2.9902 -0.1 -0.3 0.0 0.122
H 0.4718 2.4460 -1.4931 -0.1 -0.2 0.1 0.097
H 3.3746 1.6048 -1.7944 0.0 -0.1 0.2 0.105
H 2.5947 2.5967 -0.5060 0.2 -0.4 0.1 0.098
H 1.8818 3.9027 -2.6512 0.0 -0.1 -0.1 0.057
H 3.1611 4.2601 -1.7563 0.2 0.0 -0.1 0.060
Cl -3.7131 -1.7158 6.2114 0.0 0.0 0.0 0.523
C -2.5006 -0.5114 6.6612 0.0 0.0 0.0 -2.046
Cl -3.2496 1.0834 6.7279 0.0 0.0 0.0 0.537
Cl -1.8411 -0.9173 8.2564 -0.1 0.0 -0.1 0.504
Cl -1.2112 -0.5055 5.4567 0.0 0.0 0.0 0.511
Cl 1.9839 3.0784 7.5452 0.0 0.0 0.0 0.531
C 2.3091 1.4318 6.9968 -0.1 -0.1 0.0 -2.035
Cl 1.9489 1.3047 5.2698 0.2 0.2 0.3 0.562
Cl 4.0046 1.0347 7.2881 0.0 0.0 0.0 0.533
Cl 1.2688 0.2972 7.8604 0.1 0.1 0.1 0.496
Cl 2.4560 -7.0836 -1.9565 0.2 0.1 0.2 0.491
C 3.6867 -5.8602 -1.5687 0.0 -0.1 0.1 -2.033
Cl 5.2799 -6.4910 -1.9835 0.0 0.0 0.0 0.539
Cl 3.3904 -4.3792 -2.4748 0.0 0.0 0.0 0.500
Cl 3.6147 -5.5135 0.1620 0.0 -0.1 0.0 0.499
Cl -0.4186 -6.6253 -6.7936 0.0 0.0 0.0 0.526
C 1.0233 -5.7263 -6.3136 0.0 0.0 0.0 -2.051
Cl 0.6580 -3.9951 -6.3029 0.0 0.0 0.0 0.518
Cl 1.5261 -6.2281 -4.6965 -0.1 0.0 -0.3 0.471
Cl 2.3268 -6.0448 -7.4617 0.0 0.0 0.0 0.526
```
Forces are in eV/Å.

As for the SMILES: C=C[C@@]1(P(O)Br)[C@@](CCF)(CCCCN)NC(=O)[C@@]1(CN)CCN.ClC(Cl)(Cl)Cl.ClC(Cl)(Cl)Cl.ClC(Cl)(Cl)Cl.ClC(Cl)(Cl)Cl. As for the highest occupied orbital energy: -7.902 eV. The value obtained for the LUMO energy is -0.3 eV.

The following is a DFT calculation (wB97M-V/def2-TZVPD) of a molecular structure, C19H29BrFeN5O2.

The geometry in XYZ format:
```
57
Properties=species:S:1:pos:R:3:forces:R:3:lowdin_spin:R:1
Fe -1.1716 0.3540 -1.2002 -0.4 0.2 0.2 1.044
C -2.6647 -1.9599 -0.9179 0.1 0.0 0.0 0.001
C -2.9664 -1.6514 -2.3796 0.1 0.0 0.0 0.003
N -2.3414 -0.3370 -2.7574 0.2 -0.1 -0.1 -0.010
C -3.3625 0.6914 -3.1668 0.0 0.0 0.0 0.000
C -2.9852 2.0364 -2.5846 0.1 0.0 0.0 0.001
N -2.4937 1.8346 -1.2047 0.1 0.0 0.1 -0.018
C -3.4791 1.5792 -0.1230 0.0 0.0 0.0 -0.002
C -3.7557 0.0920 0.0041 0.0 -0.1 0.0 -0.003
N -2.4858 -0.6753 -0.1883 0.0 0.1 0.0 -0.028
H -1.7211 -2.4938 -0.8392 0.0 0.0 0.0 0.000
H -3.4432 -2.5657 -0.4524 -0.1 0.0 0.0 0.000
H -4.0354 -1.5987 -2.5728 0.0 0.0 0.0 0.000
H -2.5706 -2.4446 -3.0101 0.0 0.0 0.0 0.000
H -1.7388 -0.5079 -3.5579 0.0 0.0 0.0 0.000
H -4.3370 0.3695 -2.8085 0.0 0.0 0.0 0.000
H -3.4249 0.7454 -4.2529 0.0 0.0 0.0 0.000
H -3.8182 2.7407 -2.6169 0.0 0.0 0.0 0.000
H -2.1593 2.4745 -3.1478 0.0 0.0 0.0 0.000
H -1.9438 2.6446 -0.9280 0.0 0.0 0.0 0.001
H -4.4030 2.1341 -0.2943 0.0 0.0 0.0 -0.001
H -3.0261 1.9507 0.7959 0.0 0.0 0.0 0.000
H -4.4727 -0.2532 -0.7375 0.0 0.0 0.0 0.000
H -4.1764 -0.1333 0.9836 0.0 0.0 0.0 -0.001
H -2.0918 -0.8988 0.7225 0.0 0.1 0.0 0.000
Br 0.3613 1.0661 6.5311 0.0 0.0 0.0 0.000
C 0.5246 1.1794 4.6635 0.0 0.0 0.0 0.000
C 1.3462 2.1461 4.0997 0.0 0.0 0.0 0.000
C 1.4739 2.2192 2.7220 0.0 0.0 0.0 0.000
C 0.7557 1.3503 1.9077 0.0 0.0 0.0 0.001
C -0.0622 0.3865 2.4861 0.0 0.0 0.0 0.000
C -0.1728 0.2841 3.8622 0.0 0.0 0.0 0.000
C 0.9393 1.4335 0.4328 0.2 0.0 -0.2 0.005
O 2.0167 1.4431 -0.0984 0.0 0.0 0.0 -0.003
O -0.2009 1.5587 -0.2940 -0.1 -0.2 0.2 -0.022
H 1.8892 2.8309 4.7358 0.0 0.0 0.0 0.000
H 2.1305 2.9551 2.2766 0.0 0.0 0.0 0.000
H -0.5780 -0.3336 1.8605 0.0 0.0 0.0 0.000
H -0.7833 -0.4833 4.3174 0.0 0.0 0.0 0.000
N 0.2146 -0.9756 -1.2422 -0.1 -0.1 -0.3 0.009
C 1.3347 -1.2288 -1.0070 0.0 0.2 0.2 0.009
N 2.5464 -1.5128 -0.7443 0.0 -0.1 -0.1 0.010
C 2.9039 -2.2144 0.5214 0.0 0.0 0.0 0.001
C 3.7071 -1.2649 1.3948 0.0 0.0 0.0 0.001
C 4.8842 -0.6269 0.6200 0.0 0.0 0.0 0.000
C 4.9666 -1.1194 -0.8246 0.0 0.0 0.0 0.000
C 3.6550 -0.9085 -1.5606 0.0 0.0 0.0 0.001
H 3.4672 -3.1039 0.2436 0.0 0.0 0.0 0.000
H 1.9807 -2.5382 0.9997 0.0 0.0 0.0 0.000
H 4.0575 -1.8249 2.2622 0.0 0.0 0.0 0.000
H 3.0382 -0.4869 1.7674 0.0 0.0 0.0 0.000
H 5.8265 -0.8396 1.1216 0.0 0.0 0.0 0.000
H 4.7664 0.4575 0.6171 0.0 0.0 0.0 0.000
H 5.2544 -2.1717 -0.8662 0.0 0.0 0.0 0.000
H 5.7366 -0.5730 -1.3690 0.0 0.0 0.0 0.000
H 3.6537 -1.3854 -2.5397 0.0 0.0 0.0 0.000
H 3.4347 0.1539 -1.6622 0.0 0.0 0.0 0.000
```
Forces are in eV/Å.

Its charge is +2. As for the highest occupied orbital energy (alpha / beta): -13.804 / -13.804 eV. As for the spin multiplicity: 2. The value obtained for the LUMO energy (alpha / beta) is -7.7 / -7.5 eV.

The following is a DFT calculation (wB97M-V/def2-TZVPD) of a molecular structure, C19H29Cl3IN2O2PSTa in a non-equilibrium geometry.

The geometry in XYZ format:
```
59
Properties=species:S:1:pos:R:3:forces:R:3:nbo_charge:R:1
C 0.4201 1.6805 -3.2514 -0.2 -0.3 0.4 -0.612
C 0.2530 0.2885 -2.6208 0.2 0.4 0.3 -0.426
C -0.1945 0.4069 -1.1566 0.0 1.0 -0.3 -0.215
N 0.9492 0.6141 -0.2641 0.1 -2.4 0.0 -0.976
Ta 1.7291 -0.9370 0.9039 0.8 2.7 1.4 1.682
Cl 2.5247 0.5459 2.6820 -0.4 -0.7 -0.5 -0.394
I 4.2218 -0.5009 -0.4898 -0.3 -0.1 0.1 -0.344
C -0.2964 -1.3005 1.8899 0.6 -0.4 -0.6 -0.566
O -0.4608 -0.6946 3.1730 0.0 0.0 -0.1 -0.499
C -0.7923 0.6151 3.2196 0.0 0.2 0.4 0.308
C -1.3519 1.3405 2.1803 0.0 0.2 -0.1 -0.251
C -1.6501 2.6856 2.3654 0.0 0.2 0.3 -0.205
C -1.4147 3.3275 3.5736 0.1 -0.3 -0.1 -0.260
C -0.8693 2.5930 4.6180 0.0 -0.5 -0.2 -0.198
C -0.5661 1.2546 4.4389 -0.1 0.2 0.1 -0.251
C 2.6207 -2.7062 2.0278 -0.3 0.3 -0.9 -1.003
C 4.0503 -2.5005 2.5249 0.1 -0.5 0.2 0.069
O 4.9080 -3.4299 1.8314 0.0 0.0 0.2 -0.744
C 4.2136 -2.7042 4.0491 0.3 0.8 -0.1 -0.234
N 4.8283 -1.5709 4.7570 -0.1 -0.2 0.2 -0.838
P 1.0671 -2.7859 -0.8656 0.6 -0.2 -0.2 0.258
S 2.4591 -3.4141 -2.1376 -0.1 -0.1 -0.1 -0.678
H 1.2742 1.7259 -3.9138 0.1 0.0 -0.3 0.210
H 0.5761 2.4122 -2.4641 0.1 0.2 0.1 0.201
H -0.4845 1.9733 -3.7715 0.0 0.1 -0.2 0.201
H -0.4413 -0.3107 -3.1986 -0.1 -0.2 -0.1 0.200
H 1.2239 -0.1965 -2.6164 0.1 -0.4 -0.1 0.227
H -0.8403 1.2893 -1.0865 -0.3 0.1 0.0 0.174
H -0.8061 -0.4322 -0.8446 0.1 -0.3 0.1 0.189
H 1.6901 1.0959 -0.7622 0.0 0.3 0.1 0.398
H -0.3296 -2.3727 2.0746 0.0 -0.2 0.1 0.212
H -1.1404 -1.1085 1.2298 -0.2 0.2 0.0 0.180
H -1.5373 0.8815 1.2264 0.0 0.0 -0.2 0.211
H -2.0699 3.2614 1.5576 -0.1 0.0 -0.3 0.203
H -1.6262 4.3749 3.6989 -0.1 0.2 0.0 0.203
H -0.6631 3.0371 5.5756 0.0 0.2 0.2 0.203
H -0.1301 0.6892 5.2438 0.1 -0.2 0.1 0.218
H 2.6418 -3.6000 1.4066 0.0 -0.2 0.0 0.251
H 1.9446 -2.9143 2.8572 -0.2 0.0 0.2 0.221
H 4.4346 -1.5081 2.3154 -0.1 0.3 -0.1 0.182
H 5.5630 -2.9110 1.3639 0.1 0.0 -0.3 0.474
H 4.8704 -3.5551 4.1850 -0.1 -0.4 0.1 0.196
H 3.2526 -2.8665 4.5205 -0.1 -0.3 0.1 0.182
H 4.1657 -0.8094 4.8116 0.0 0.1 -0.1 0.357
H 5.6162 -1.2223 4.2277 0.1 0.0 0.0 0.343
H -0.0703 -2.4293 -1.6234 -0.3 -0.1 0.3 -0.038
H 0.5978 -3.9049 -0.1396 -0.4 0.2 0.0 -0.025
Cl -2.3549 3.4996 -4.9247 -0.1 0.2 -0.1 0.035
C -3.5914 2.2951 -4.9462 0.1 0.0 0.0 -0.056
C -4.8692 2.5570 -4.4728 -0.1 0.0 0.0 -0.069
Cl -5.2976 4.1132 -3.8526 0.0 0.0 0.0 0.024
C -5.8316 1.5583 -4.4923 0.0 -0.1 0.0 -0.216
C -5.5199 0.3021 -4.9829 0.1 0.0 0.0 -0.208
C -4.2423 0.0404 -5.4580 -0.1 0.0 0.0 -0.190
C -3.2809 1.0356 -5.4391 0.0 -0.1 0.0 -0.222
H -6.8242 1.7675 -4.1198 0.0 0.1 0.0 0.229
H -6.2737 -0.4731 -4.9915 0.0 0.0 0.0 0.219
H -3.9926 -0.9396 -5.8405 0.0 0.0 0.0 0.221
H -2.2825 0.8367 -5.8024 0.0 0.1 0.0 0.237
```
Forces are in eV/Å.

Its charge is -1. As for the highest occupied orbital energy: -4.673 eV. The value obtained for the LUMO energy is 1.6 eV.